1.
Computed, not measured: a molecular structure, C16H10BrCl5Ir, with ωB97M-V with the def2-TZVPD basis set.

Output
Kohn-Sham gap (alpha / beta): 3.45 / 5.70 eV
Total charge: -1
Multiplicity: 5
HOMO energy (alpha / beta): -1.19 / -4.97 eV
LUMO energy (alpha / beta): 2.254 / 0.734 eV
Energy: -5594.8119 hartree

Last column: Löwdin charge in e.
Geometry (Å):
C 1.55 1.66 1.33  -0.38
C 0.16 1.26 1.46  -0.16
C 0.08 -0.13 1.34  -0.19
H -0.66 1.95 1.69  0.08
C 1.34 -0.67 1.03  -0.17
C 2.32 0.39 1.04  -0.39
H 3.39 0.30 1.21  0.08
H 2.01 2.54 1.76  0.08
H -0.81 -0.73 1.54  0.10
H 1.58 -1.72 0.85  0.09
Ir 2.09 1.54 -0.60  1.33
Br -0.11 -0.28 -1.83  0.77
C 2.27 1.65 -2.78  -0.29
C 3.54 1.41 -2.17  -0.25
C 3.83 2.50 -1.29  -0.28
H 4.15 0.51 -2.28  0.10
C 2.71 3.41 -1.33  -0.26
C 1.71 2.86 -2.24  -0.24
H 0.72 3.26 -2.41  0.10
H 1.81 1.02 -3.54  0.08
H 4.72 2.63 -0.69  0.10
H 2.62 4.34 -0.76  0.10
Cl -2.45 1.76 -0.76  0.64
C -2.85 0.11 -0.93  -0.75
C -1.85 -0.82 -1.22  -0.72
C -2.12 -2.19 -1.03  -0.78
Cl -0.82 -3.30 -0.88  0.61
C -3.44 -2.64 -0.83  -0.74
Cl -3.78 -4.30 -0.64  0.63
C -4.49 -1.70 -0.72  -0.78
Cl -6.10 -2.24 -0.54  0.61
C -4.18 -0.33 -0.67  -0.75
Cl -5.38 0.78 -0.20  0.62

=====

2.
Computed, not measured: a molecular structure, C16H10BrEuF5O, with ωB97M-V with the def2-TZVPD basis set.

Output
Relative energy (zero: lowest compared OMol25 entry of this formula, charge and spin): 60.2 kJ/mol
Kohn-Sham gap (alpha / beta): 7.15 / 7.18 eV
Total charge: -1
Multiplicity: 7
HOMO energy (alpha / beta): -4.56 / -4.59 eV
LUMO energy (alpha / beta): 2.590 / 2.585 eV
Energy: -4474.5550 hartree

Last column: Löwdin charge in e.
Geometry (Å):
C 0.52 2.12 -0.72  -0.26
C 0.38 2.15 0.67  -0.28
C 1.40 1.35 1.24  -0.29
H -0.40 2.66 1.22  0.09
C 2.18 0.84 0.19  -0.21
C 1.63 1.28 -1.03  -0.24
H 1.99 1.03 -2.01  0.10
H -0.10 2.62 -1.44  0.10
H 1.52 1.13 2.28  0.07
H 3.01 0.17 0.29  0.11
Eu 0.00 0.00 0.00  1.36
Br -1.15 -0.08 2.29  0.18
C -1.35 -1.72 -0.72  -0.24
C -0.46 -1.37 -1.77  -0.23
C -0.76 -0.06 -2.16  -0.26
H 0.33 -1.99 -2.15  0.11
C -1.82 0.42 -1.35  -0.24
C -2.20 -0.63 -0.50  -0.29
H -2.97 -0.57 0.25  0.06
H -1.34 -2.64 -0.17  0.10
H -0.26 0.49 -2.94  0.10
H -2.27 1.39 -1.40  0.10
F 3.49 -4.94 4.76  0.07
C 2.79 -4.18 3.88  -0.16
C 2.13 -4.79 2.81  -0.14
F 2.19 -6.13 2.65  0.08
C 1.40 -4.00 1.91  -0.14
F 0.76 -4.61 0.88  0.08
C 1.33 -2.61 2.06  -0.25
O 0.57 -1.94 1.16  -0.35
C 2.00 -2.01 3.14  -0.15
F 1.93 -0.69 3.38  0.06
C 2.72 -2.80 4.05  -0.13
F 3.35 -2.21 5.10  0.08

=====

3.
Computed, not measured: a molecular structure, C16H10BrF5PdS, with ωB97M-V with the def2-TZVPD basis set.

Output
Kohn-Sham gap (alpha / beta): 7.52 / 5.32 eV
Total charge: 0
Multiplicity: 5
HOMO energy (alpha / beta): -7.34 / -8.40 eV
LUMO energy (alpha / beta): 0.181 / -3.085 eV
Energy: -4214.8620 hartree

Last column: Löwdin charge in e.
Geometry (Å):
C 0.70 -0.15 -2.29  -0.16
C 1.46 -0.95 -1.39  -0.14
C 0.60 -1.92 -0.82  -0.12
H 2.47 -0.69 -1.08  0.05
C -0.71 -1.68 -1.28  -0.08
C -0.68 -0.59 -2.19  -0.12
H -1.54 -0.14 -2.71  0.09
H 1.07 0.69 -2.86  0.08
H 0.92 -2.71 -0.16  0.09
H -1.61 -2.24 -1.01  0.11
Pd -0.44 1.99 -0.85  0.81
Br 2.27 1.87 -0.14  0.03
C -1.33 3.76 -0.44  -0.19
C -2.04 3.08 -1.49  -0.20
C -1.16 2.87 -2.57  -0.20
H -3.06 2.76 -1.43  0.10
C 0.12 3.39 -2.22  -0.24
C 0.03 3.97 -0.91  -0.26
H 0.86 4.37 -0.34  0.08
H -1.68 4.00 0.55  0.11
H -1.39 2.40 -3.51  0.12
H 1.03 3.38 -2.82  0.11
F 1.25 -4.75 3.52  0.13
C 0.81 -3.56 3.08  -0.11
C -0.54 -3.39 2.78  -0.12
F -1.38 -4.44 2.87  0.11
C -1.00 -2.13 2.38  -0.22
F -2.28 -1.99 1.97  0.07
C -0.12 -1.03 2.29  -0.57
S -0.71 0.50 1.84  0.79
C 1.25 -1.25 2.59  -0.22
F 2.11 -0.23 2.43  0.06
C 1.71 -2.50 2.99  -0.12
F 3.02 -2.67 3.25  0.12

=====

4.
Computed, not measured: 8 unconnected molecules or ions with the total composition C16H10Cl28FINOP, with ωB97M-V with the def2-TZVPD basis set.

Output
Kohn-Sham gap: 9.04 eV
Total charge: 0
SMILES string: O=C(CCP(F)I)Nc1ccccc1.ClC(Cl)(Cl)Cl.ClC(Cl)(Cl)Cl.ClC(Cl)(Cl)Cl.ClC(Cl)(Cl)Cl.ClC(Cl)(Cl)Cl.ClC(Cl)(Cl)Cl.ClC(Cl)(Cl)Cl
HOMO energy: -8.95 eV
LUMO energy: 0.094 eV
Energy: -14369.9270 hartree

Last column: Löwdin charge in e.
Geometry (Å):
O 4.21 3.24 2.48  0.09
C 4.01 3.01 1.34  -0.48
C 5.05 2.27 0.53  -0.21
C 5.91 1.31 1.36  -0.44
P 5.00 -0.18 1.92  0.50
F 6.25 -1.15 2.23  -0.38
I 4.01 -1.03 -0.15  0.45
N 2.83 3.40 0.64  0.08
C 1.71 2.53 0.97  -0.24
C 1.22 2.40 2.30  -0.01
C 0.14 1.51 2.57  -0.06
C -0.46 0.77 1.53  -0.19
C 0.04 0.90 0.21  -0.12
C 1.12 1.78 -0.08  -0.02
H 5.72 3.05 0.15  0.13
H 4.62 1.76 -0.33  0.04
H 6.73 0.98 0.72  0.09
H 6.34 1.77 2.25  0.04
H 2.62 4.37 0.83  0.13
H 1.69 2.99 3.08  0.11
H -0.21 1.41 3.59  0.10
H -1.27 0.08 1.74  0.05
H -0.41 0.34 -0.61  0.07
H 1.50 1.87 -1.09  0.11
Cl -5.07 2.95 2.88  0.53
C -4.81 2.05 1.39  -2.02
Cl -5.44 2.97 0.01  0.48
Cl -3.07 1.78 1.16  0.61
Cl -5.65 0.50 1.48  0.52
Cl -2.96 -2.56 0.79  0.50
C -3.88 -4.06 0.98  -2.03
Cl -2.78 -5.37 1.43  0.51
Cl -5.10 -3.87 2.25  0.53
Cl -4.67 -4.46 -0.55  0.49
Cl 7.96 4.49 2.74  0.52
C 7.23 4.71 4.34  -2.05
Cl 6.75 3.14 4.98  0.53
Cl 8.41 5.45 5.43  0.53
Cl 5.82 5.75 4.20  0.53
Cl -5.37 -9.44 -2.41  0.53
C -4.16 -8.22 -2.81  -2.05
Cl -3.04 -8.87 -4.01  0.53
Cl -4.95 -6.78 -3.46  0.49
Cl -3.26 -7.78 -1.35  0.50
Cl -6.42 4.03 -2.65  0.49
C -5.71 3.87 -4.26  -2.05
Cl -4.20 2.96 -4.15  0.52
Cl -6.85 3.01 -5.31  0.53
Cl -5.40 5.47 -4.93  0.53
Cl -2.48 -2.12 -5.47  0.54
C -3.22 -2.17 -3.87  -2.03
Cl -3.69 -3.84 -3.49  0.45
Cl -2.07 -1.62 -2.65  0.49
Cl -4.65 -1.13 -3.84  0.53
Cl 0.66 -2.45 -0.74  0.45
C 0.85 -4.09 -1.37  -2.03
Cl -0.74 -4.81 -1.66  0.49
Cl 1.75 -4.03 -2.88  0.53
Cl 1.73 -5.07 -0.19  0.53

=====

5.
Computed, not measured: a molecular structure, C16H10Cl5N4O7S2SeTi, with ωB97M-V with the def2-TZVPD basis set.

Output
Relative energy (zero: lowest compared OMol25 entry of this formula, charge and spin): 57.4 kJ/mol
Kohn-Sham gap: 7.67 eV
Total charge: -1
HOMO energy: -5.54 eV
LUMO energy: 2.138 eV
Energy: -7709.8698 hartree

Last column: Löwdin charge in e.
Geometry (Å):
Ti -0.18 0.78 -0.11  0.89
O -1.60 3.91 -0.91  0.14
C -1.30 2.89 -1.46  -0.52
O -1.55 1.66 -0.90  -0.20
C -0.68 2.80 -2.82  -0.15
C -0.80 3.95 -3.60  -0.02
C -0.31 4.01 -4.89  -0.09
C 0.33 2.89 -5.40  -0.10
C 0.48 1.75 -4.63  -0.13
C -0.02 1.67 -3.32  -0.55
S 0.26 0.14 -2.48  0.71
H -1.30 4.80 -3.16  0.12
H -0.41 4.90 -5.48  0.09
H 0.73 2.90 -6.41  0.10
H 1.00 0.89 -5.04  0.09
Cl -6.72 -2.31 -0.08  0.65
C -5.05 -1.87 0.01  -0.71
C -4.10 -2.59 -0.70  -0.69
Cl -4.58 -3.93 -1.66  0.67
C -2.76 -2.23 -0.63  -0.59
Cl -1.56 -3.11 -1.49  0.72
C -2.35 -1.14 0.14  -0.41
O -1.08 -0.79 0.18  -0.30
C -3.32 -0.43 0.87  -0.58
Cl -2.82 0.87 1.87  0.79
C -4.66 -0.79 0.80  -0.69
Cl -5.83 0.10 1.70  0.68
C 5.11 -0.49 -0.10  0.00
C 4.27 -1.47 0.62  -0.34
N 4.69 -2.43 1.38  0.11
N 3.54 -3.01 1.84  0.00
C 2.40 -2.43 1.41  -0.82
S 0.84 -2.88 1.79  0.60
N 2.89 -1.43 0.60  -0.06
N 2.15 -0.48 -0.11  0.08
H 6.16 -0.74 0.08  0.08
H 4.92 0.52 0.26  0.07
H 4.91 -0.51 -1.17  0.09
H 3.57 -3.78 2.47  0.14
H 2.64 0.40 0.02  0.04
H 2.16 -0.72 -1.10  0.04
O 1.16 3.88 1.81  -0.40
Se 1.55 2.44 1.22  0.90
O 3.07 1.90 1.41  -0.44
O 0.43 1.23 1.69  -0.50
O 1.15 2.22 -0.43  -0.51

=====

6.
Computed, not measured: 2 unconnected molecules or ions with the total composition C16H10F2N3O6S, with ωB97M-V with the def2-TZVPD basis set.

Output
Relative energy (zero: lowest compared OMol25 entry of this formula, charge and spin): 3.6 kJ/mol
Kohn-Sham gap: 6.02 eV
Total charge: -1
HOMO energy: -4.44 eV
LUMO energy: 1.575 eV
Energy: -1829.1838 hartree

Last column: Löwdin charge in e.
Geometry (Å):
C 0.38 0.03 -1.89  -0.08
N -0.63 0.73 -2.53  -0.37
O -1.82 0.35 -2.73  -0.08
O -0.25 1.78 -3.14  -0.09
C 1.67 0.24 -2.42  -0.20
C 2.13 1.55 -2.75  -0.03
C 3.40 1.68 -3.28  0.00
C 4.22 0.53 -3.40  -0.18
N 5.63 0.65 -3.55  -0.35
O 6.27 -0.42 -3.39  -0.01
O 6.17 1.74 -3.79  0.02
C 3.74 -0.78 -3.19  -0.02
C 2.47 -0.93 -2.66  -0.02
H 0.35 -0.91 -1.32  0.09
H 1.42 2.36 -2.57  0.11
H 3.79 2.63 -3.64  0.11
H 4.36 -1.63 -3.47  0.11
H 1.98 -1.87 -2.37  0.11
F -1.71 -0.54 7.59  -0.02
C -1.57 -0.66 6.23  -0.59
F -2.57 -1.48 5.74  0.01
S -1.72 1.02 5.49  1.05
N -2.16 0.43 3.90  -0.27
C -3.47 0.21 3.38  -0.36
O -4.53 0.36 3.97  0.09
C -3.17 -0.24 1.95  -0.07
C -1.77 -0.30 1.82  -0.11
C -1.12 -0.56 0.63  0.02
C -1.97 -0.79 -0.45  -0.07
C -3.36 -0.66 -0.37  -0.03
C -4.01 -0.46 0.85  0.01
C -1.08 0.01 3.09  -0.41
O 0.09 -0.07 3.41  0.09
H -0.57 -1.07 6.02  0.12
H -0.02 -0.57 0.60  0.12
H -1.59 -1.12 -1.38  0.07
H -3.89 -0.73 -1.31  0.10
H -5.09 -0.49 0.91  0.12

=====

Question: Which of these has the lowest energy?
Answer: C16H10Cl28FINOP

=====

Question: Which value of energy does entry 2 give?
Answer: -4474.5550 hartree